[1]
This record from OMol25 describes a structure of composition C24H35FeN5O2SSiTe at a distorted geometry. The level of theory is ωB97M-V/def2-TZVPD.

Geometry (Å):
1 Fe -0.80 0.66 0.47
2 O -4.78 -0.30 0.01
3 C -3.59 -0.09 -0.07
4 N -2.61 -0.23 0.87
5 C -2.81 -0.71 2.12
6 O -3.81 -1.18 2.62
7 C -1.51 -0.70 2.97
8 C -1.53 -1.20 4.25
9 C -0.33 -1.27 4.95
10 C 0.83 -0.84 4.34
11 C 0.76 -0.33 3.05
12 N -0.39 -0.25 2.39
13 C -3.01 0.42 -1.42
14 C -3.81 0.40 -2.55
15 C -3.25 0.80 -3.76
16 C -1.93 1.18 -3.79
17 C -1.20 1.18 -2.61
18 N -1.74 0.83 -1.45
19 H -2.47 -1.54 4.66
20 H -0.31 -1.66 5.96
21 H 1.79 -0.89 4.84
22 H 1.63 0.04 2.53
23 H -4.83 0.07 -2.45
24 H -3.85 0.80 -4.66
25 H -1.45 1.49 -4.71
26 H -0.16 1.48 -2.56
27 C 4.20 -1.05 -1.52
28 C 3.60 0.20 -2.15
29 N 2.46 0.70 -1.39
30 C 2.50 1.67 -0.56
31 S 1.02 2.24 0.24
32 N 3.58 2.46 -0.21
33 C 5.00 2.18 -0.26
34 C 5.76 3.09 -1.21
35 H 4.97 -1.48 -2.17
36 H 3.42 -1.79 -1.36
37 H 4.66 -0.84 -0.55
38 H 3.22 -0.07 -3.14
39 H 4.37 0.97 -2.32
40 H 1.11 -0.54 -0.77
41 H 3.31 3.24 0.38
42 H 5.15 1.14 -0.53
43 H 5.41 2.29 0.75
44 H 5.43 2.93 -2.24
45 H 6.83 2.91 -1.16
46 H 5.58 4.14 -0.96
47 C -0.88 -4.85 -1.75
48 Si -1.34 -3.81 -0.28
49 C -0.76 -4.66 1.27
50 C -3.15 -3.46 -0.25
51 C -0.38 -2.24 -0.44
52 C 0.25 -1.20 -0.49
53 H -1.40 -5.81 -1.74
54 H 0.19 -5.04 -1.76
55 H -1.14 -4.33 -2.68
56 H -1.24 -5.64 1.37
57 H -1.00 -4.08 2.16
58 H 0.32 -4.80 1.23
59 H -3.70 -4.40 -0.18
60 H -3.46 -2.96 -1.17
61 H -3.45 -2.83 0.58
62 C -0.84 4.47 2.26
63 Te -2.09 2.90 1.60
64 C -2.57 3.90 -0.21
65 H -0.03 4.59 1.54
66 H -0.42 4.19 3.23
67 H -1.43 5.37 2.36
68 H -2.90 4.90 0.04
69 H -3.37 3.36 -0.71
70 H -1.68 3.92 -0.83

The charge is 0. The calculation puts the highest occupied orbital energy (spin up / spin down) at -7.44 / -8.06 eV. As for the expectation value of S²: 6.019. The value obtained for the largest force on an atom is 1.51 eV Å⁻¹. As for the spin multiplicity: 5. The gap between HOMO and LUMO (spin up / spin down) is 7.5 / 8.1 eV.

---

[2]
This record from OMol25 describes a cluster of 3 separate species, C24H35IO13S3 in total at a distorted geometry. The level of theory is ωB97M-V/def2-TZVPD.

Geometry (Å):
1 C -0.03 -3.51 2.42
2 C -0.16 -1.92 2.62
3 C -1.16 -1.33 1.50
4 O -0.46 -0.81 0.33
5 C -1.14 0.39 -0.10
6 O -2.25 0.29 -0.66
7 C -0.53 1.86 0.19
8 S -0.15 1.89 2.03
9 C 1.52 2.60 2.34
10 C 2.70 2.06 1.72
11 I 2.74 0.38 0.37
12 C 4.10 2.79 2.08
13 O 4.95 3.05 1.21
14 C 4.25 3.18 3.64
15 C 5.62 2.97 4.46
16 C 6.03 1.41 4.19
17 C 7.12 1.24 3.03
18 S 7.14 -0.42 2.21
19 O 7.13 -0.25 0.71
20 O 8.45 -1.11 2.55
21 O 5.84 -1.39 2.61
22 C 3.08 3.72 4.26
23 C 1.75 3.85 3.35
24 O 0.99 4.83 3.40
25 O -0.63 -1.59 3.98
26 C 0.56 -1.30 4.74
27 O 1.45 -2.16 4.95
28 C 0.69 0.18 5.32
29 S -0.40 0.42 6.80
30 H -1.09 -3.94 2.33
31 H 0.55 -4.03 3.26
32 H 0.51 -3.79 1.44
33 H 0.83 -1.36 2.49
34 H -1.86 -2.21 1.22
35 H -1.83 -0.54 2.00
36 H -1.27 2.70 -0.06
37 H 0.40 2.07 -0.46
38 H 5.33 3.03 5.57
39 H 6.44 3.70 4.17
40 H 6.53 1.02 5.16
41 H 5.09 0.78 4.06
42 H 8.16 1.41 3.50
43 H 7.03 2.02 2.19
44 H 6.23 -2.08 3.21
45 H 3.03 4.02 5.37
46 H 0.44 0.98 4.55
47 H 1.78 0.34 5.62
48 H -0.77 1.75 6.95
49 O 0.02 1.62 -2.60
50 C -0.42 1.05 -3.57
51 O -1.18 1.72 -4.45
52 C -1.59 1.19 -5.73
53 C -2.86 0.36 -5.59
54 C -0.21 -0.43 -3.76
55 H -0.78 0.64 -6.21
56 H -1.80 2.06 -6.36
57 H -2.70 -0.51 -4.94
58 H -3.20 0.02 -6.56
59 H -3.65 0.95 -5.12
60 H -0.96 -0.97 -3.19
61 H 0.79 -0.68 -3.40
62 H -0.24 -0.75 -4.80
63 O -5.39 -0.35 -6.39
64 C -6.05 -1.12 -5.74
65 O -5.58 -2.35 -5.47
66 C -6.19 -3.27 -4.56
67 C -7.28 -4.08 -5.25
68 C -7.45 -0.77 -5.31
69 H -6.55 -2.76 -3.66
70 H -5.40 -3.95 -4.23
71 H -8.08 -3.44 -5.61
72 H -7.70 -4.82 -4.57
73 H -6.87 -4.60 -6.12
74 H -8.14 -0.97 -6.13
75 H -7.48 0.30 -5.07
76 H -7.78 -1.29 -4.42

The charge is 0. The calculation puts the highest occupied orbital energy at -9.21 eV. The value obtained for the largest force on an atom is 7.28 eV Å⁻¹. As for the spin multiplicity: 1. The gap between HOMO and LUMO is 7.7 eV.

---

The highest largest force on an atom belongs to which entry?
C24H35IO13S3